No. 1
{
  "formula": "C16H13N5O",
  "method": "ωB97M-V/def2-TZVPD",
  "species": ["O", "C", "C", "C", "C", "C", "C", "C", "C", "C", "N", "C", "N", "C", "C", "C", "C", "C", "N", "N", "N", "C", "H", "H", "H", "H", "H", "H", "H", "H", "H", "H", "H", "H", "H"],
  "coordinates": [[2.622, 1.896, -0.924], [1.414, 1.652, -0.913], [0.518, 2.407, -1.792], [0.963, 3.819, -2.053], [0.277, 4.611, -2.937], [-0.959, 4.060, -3.494], [-1.377, 2.682, -3.199], [-0.624, 1.869, -2.365], [0.827, 0.698, -0.113], [1.566, -0.467, 0.049], [1.301, -1.404, 0.871], [0.121, -1.330, 1.408], [-0.268, -2.269, 2.321], [0.617, -3.441, 2.724], [-0.284, -4.513, 3.199], [-0.603, -5.499, 2.327], [-1.517, -6.456, 2.874], [-1.930, -6.336, 4.241], [-1.544, -5.324, 5.017], [-0.672, -4.371, 4.469], [-0.745, -0.357, 1.429], [-0.431, 0.672, 0.613], [1.862, 4.236, -1.600], [0.595, 5.659, -2.977], [-1.504, 4.645, -4.187], [-2.277, 2.381, -3.756], [-0.861, 0.815, -2.044], [2.539, -0.528, -0.239], [-1.105, -1.968, 2.849], [1.158, -3.062, 3.646], [1.246, -3.758, 1.878], [-0.236, -5.540, 1.260], [-1.941, -7.176, 2.204], [-2.679, -7.106, 4.668], [-1.108, 1.549, 0.697]],
  "forces_ev_per_angstrom": [[-0.7, -0.5, 0.2], [1.5, 3.1, -1.9], [1.1, 3.7, -0.8], [-0.7, -2.6, -0.1], [-2.4, -1.0, 0.3], [2.0, -2.2, 1.7], [0.1, 3.2, -1.7], [0.4, -0.4, 1.0], [-2.9, -3.6, 2.7], [-0.1, 2.0, 0.9], [-0.1, -2.6, 0.1], [-1.1, -2.3, 3.9], [0.8, -1.5, -0.5], [-0.6, 2.8, 1.2], [1.0, 1.2, 1.1], [-2.5, -3.2, -0.2], [1.0, 1.7, -0.2], [-0.4, -0.4, -0.9], [1.3, 0.9, -1.4], [-1.8, -2.3, 0.4], [-0.8, 3.8, -2.7], [0.9, 0.2, 0.4], [-0.2, -0.6, 0.2], [-0.4, -0.4, -0.7], [-0.7, 0.4, -0.5], [0.5, -0.2, 0.6], [-0.1, 1.3, -0.8], [2.6, 0.3, -1.9], [1.0, -0.8, -0.3], [0.1, -0.7, -1.3], [-0.2, 0.5, 0.5], [-0.5, 0.1, 1.5], [-0.1, -0.6, 0.1], [1.4, 1.5, -0.5], [0.6, -0.6, -0.4]],
  "homo_energy_ev": -8.73,
  "lumo_energy_ev": -0.19,
  "gap_ev": 8.5422,
  "smiles": "O=C(c1ccccc1)c1cnc(NCc2cccnn2)nc1"
}



No. 2
{
  "formula": "C11H13N5O6",
  "method": "ωB97M-V/def2-TZVPD",
  "species": ["O", "N", "O", "C", "C", "C", "N", "O", "O", "C", "N", "O", "N", "O", "C", "C", "H", "H", "C", "C", "C", "N", "C", "C", "H", "H", "H", "H", "H", "H", "H", "H", "H", "H", "H"],
  "coordinates": [[-2.463, 2.738, 1.245], [-1.889, 1.635, 1.077], [-2.516, 0.544, 0.918], [-0.437, 1.638, 1.055], [0.196, 2.881, 1.281], [1.592, 2.957, 1.469], [2.258, 4.229, 1.713], [3.489, 4.270, 1.899], [1.563, 5.266, 1.701], [2.347, 1.733, 1.291], [3.680, 1.514, 1.522], [3.843, 0.164, 1.377], [2.638, -0.467, 1.022], [2.590, -1.679, 0.869], [1.657, 0.533, 1.020], [0.269, 0.399, 0.939], [-0.434, 3.762, 1.378], [-0.224, -0.531, 1.263], [-2.037, -2.597, -1.982], [-1.002, -3.241, -1.064], [-0.527, -2.298, 0.011], [-0.095, -0.962, -0.536], [-0.981, -0.331, -1.547], [-1.496, -1.301, -2.577], [-2.250, -3.295, -2.801], [-2.951, -2.390, -1.411], [-1.416, -4.135, -0.582], [-0.120, -3.521, -1.648], [-1.314, -2.102, 0.742], [0.329, -2.690, 0.581], [0.859, -1.027, -0.872], [-1.805, 0.121, -0.989], [-0.420, 0.515, -1.979], [-0.657, -1.533, -3.234], [-2.278, -0.799, -3.151]],
  "forces_ev_per_angstrom": [[1.0, -2.4, -0.4], [-1.8, 0.2, 0.2], [1.5, 2.2, 0.6], [0.0, -0.5, -0.5], [1.9, 0.1, 0.2], [-1.2, -0.3, -0.8], [0.6, 2.1, 0.1], [-2.1, -0.9, -0.3], [0.6, -1.9, 0.0], [2.2, 0.5, 1.1], [-2.6, 0.1, -0.6], [-0.7, -0.7, -0.7], [-1.3, 1.8, 0.9], [0.1, 0.6, -0.1], [3.1, -1.2, 0.1], [-2.6, -1.2, 1.5], [0.3, -0.1, 0.0], [0.5, 1.5, 1.2], [0.2, 0.0, 0.1], [0.1, -0.1, -0.1], [0.4, 1.2, 0.4], [0.1, -0.4, -1.9], [0.1, 0.4, 0.8], [0.1, 0.0, -0.4], [-0.2, 0.2, 0.2], [0.0, -0.1, -0.2], [0.2, 0.1, -0.2], [-0.1, -0.2, -0.1], [-0.3, 0.1, 0.0], [-0.2, 0.0, -0.3], [-0.1, -0.3, -0.3], [0.1, -0.3, -0.2], [-0.2, -0.4, 0.0], [-0.1, -0.1, -0.3], [0.1, -0.1, -0.2]],
  "homo_energy_ev": -8.77,
  "lumo_energy_ev": -1.76,
  "gap_ev": 7.0157,
  "smiles": "O=[N+]([O-])c1cc([N+](=O)[O-])c2no[n+]([O-])c2c1.C1CCNCC1"
}



No. 3
{
  "formula": "C5H5N",
  "method": "ωB97M-V/def2-TZVPD",
  "species": ["H", "N", "C", "C", "C", "C", "C", "H", "H", "H", "H"],
  "coordinates": [[-1.645, 1.874, -0.122], [-0.654, 1.640, -0.075], [-0.327, 0.425, 0.094], [-1.293, -0.735, 0.151], [1.063, 0.004, 0.087], [2.034, -0.818, 0.767], [2.310, 0.178, -0.366], [-1.267, -1.526, -0.758], [-0.916, -1.415, 0.822], [-2.279, -0.397, 0.423], [2.974, 0.771, -1.023]],
  "forces_ev_per_angstrom": [[0.0, -0.7, 0.2], [1.1, 0.3, 0.2], [-1.9, -0.3, -1.5], [0.1, -0.7, -2.7], [1.9, 0.2, 0.6], [0.1, 2.2, -2.7], [-0.7, -1.3, 1.9], [-0.3, 2.5, 1.3], [0.6, -1.4, 2.4], [-0.4, -0.2, -0.2], [-0.5, -0.7, 0.5]],
  "homo_energy_ev": -9.45,
  "lumo_energy_ev": 0.22,
  "gap_ev": 9.6684,
  "smiles": "[H]/N=C(\\C)C1=C=C1"
}



No. 4
{
  "formula": "C3H12P2Si",
  "method": "ωB97M-V/def2-TZVPD",
  "species": ["C", "C", "C", "Si", "P", "P", "H", "H", "H", "H", "H", "H", "H", "H", "H", "H", "H", "H"],
  "coordinates": [[-2.119, -0.802, 0.093], [0.673, 2.314, -1.989], [0.819, -1.563, 0.750], [-0.593, -0.212, 1.143], [2.376, 2.053, -0.984], [-1.401, 0.153, 3.013], [-2.078, -0.741, -1.000], [-2.162, -1.918, 0.313], [-3.075, -0.399, 0.448], [0.627, 3.097, -2.761], [0.535, 1.265, -2.426], [0.004, 2.683, -1.203], [1.188, -1.632, 1.786], [0.605, -2.681, 0.376], [1.719, -1.207, 0.099], [2.546, 3.560, -0.807], [3.376, 2.051, -2.073], [-0.049, 0.548, 3.598]],
  "forces_ev_per_angstrom": [[0.1, -1.0, 0.7], [1.7, -1.1, 0.1], [0.6, -1.0, -0.5], [1.3, -1.6, -5.5], [-0.5, 2.6, -1.5], [0.5, 0.5, 4.0], [0.2, 0.3, 0.3], [0.0, 1.1, -0.1], [0.2, 0.1, -0.2], [0.6, -0.5, 0.1], [-0.7, 1.7, 0.7], [-0.2, -0.9, -0.1], [0.5, -0.4, -0.3], [-0.1, 2.6, 0.9], [-1.8, -0.2, 1.2], [0.0, -1.8, 0.0], [-0.9, 0.0, 0.6], [-1.6, -0.2, -0.6]],
  "spin_multiplicity": 3,
  "homo_energy_ev": [-6.65, -9.64],
  "lumo_energy_ev": [0.90, -2.36],
  "gap_ev": [7.5484, 7.2892],
  "s_squared": 2.00
}